Entry 1:
138
Properties=species:S:1:pos:R:3:lowdin_charge:R:1 method="wB97M-V/def2-TZVPD" total_charge=0 de_lowest_kcal_mol=324.4 largest_force_ev_per_a=7.38 homo_lumo_gap_ev=2.6
Mg -0.9860 -5.7156 1.7688 0.90
C 1.1925 -0.1721 0.1400 0.11
C 0.7372 0.8696 -0.6878 -0.30
C -0.4727 0.6155 -1.6449 -0.30
O -0.8888 1.4593 -2.5421 0.00
C -1.1665 -0.5603 -1.5865 0.03
C -0.8568 -1.5320 -0.6664 -0.31
C 0.4728 -1.4589 0.1535 -0.34
O 0.7802 -2.4392 0.7933 0.05
O -1.4493 -2.6603 -0.4548 -0.03
O 1.4393 1.9485 -0.6459 0.01
H 2.0464 -0.1463 0.8008 0.12
H -2.0858 -0.6856 -2.1394 0.13
C -6.0409 4.2891 -0.9037 -0.01
C -5.3378 5.6035 -1.2846 -0.32
C -5.5946 6.0748 -2.6467 -0.09
O -6.0769 7.4025 -2.4333 0.10
C -6.2595 7.6321 -1.1504 -0.64
O -6.7743 8.6056 -0.6356 0.13
O -5.9579 6.5937 -0.4947 0.12
H -5.6059 3.3816 -1.3222 0.09
H -7.0792 4.2780 -1.2352 0.09
H -6.0802 4.1377 0.1750 0.09
H -4.2848 5.6577 -1.0082 0.16
H -6.4223 5.4606 -3.0013 0.14
H -4.6684 6.0379 -3.2202 0.15
C -2.1469 5.2248 4.2824 -0.02
C -1.7955 3.7945 4.5248 -0.37
C -0.4733 3.5231 5.0419 -0.10
O -0.6970 2.8499 6.2572 0.13
C -1.9680 2.8212 6.4915 -0.57
O -2.4506 2.3171 7.5524 0.07
O -2.6307 3.4537 5.5729 0.11
H -3.2212 5.3716 4.1716 0.09
H -1.6473 5.6949 3.4353 0.09
H -1.9421 5.8162 5.1748 0.10
H -2.1107 3.1515 3.7031 0.17
H 0.1346 4.4124 5.2089 0.14
H 0.0891 2.9316 4.3195 0.14
C 0.6291 10.8253 -2.0051 -0.03
C 1.8501 10.4442 -1.1476 -0.28
C 2.4424 9.0689 -1.4013 -0.14
O 3.7676 9.2888 -1.7544 0.06
C 4.0022 10.6454 -1.9348 -0.46
O 5.0747 11.1545 -2.2834 0.12
O 2.8751 11.3545 -1.6473 0.07
H 0.6786 10.4991 -3.0440 0.09
H 0.5660 11.9133 -1.9850 0.09
H -0.2656 10.3250 -1.6345 0.08
H 1.5279 10.5903 -0.1166 0.15
H 1.8364 8.5034 -2.1092 0.13
H 2.4798 8.4908 -0.4780 0.13
C 6.1346 -4.9630 2.7518 -0.01
C 7.0518 -4.1378 1.7558 -0.30
C 8.0504 -3.1642 2.4181 -0.08
O 9.3098 -3.4697 1.7925 0.07
C 9.1730 -4.5043 0.9695 -0.50
O 10.1022 -4.9446 0.2929 0.12
O 7.8744 -5.0231 1.0118 0.06
H 6.7008 -5.4654 3.5361 0.08
H 5.6361 -5.7901 2.2463 0.07
H 5.3755 -4.2691 3.1129 0.08
H 6.4355 -3.5508 1.0748 0.14
H 8.1275 -3.3075 3.4959 0.13
H 7.7817 -2.1216 2.2483 0.13
C 6.7874 6.3892 3.0944 -0.04
C 6.1257 5.0673 3.4526 -0.33
C 6.9980 3.8648 2.9727 -0.07
O 6.9090 2.9708 4.0693 0.08
C 6.3953 3.4732 5.1381 -0.57
O 6.2566 2.9727 6.1939 0.19
O 6.0569 4.8064 4.8329 0.06
H 7.0837 6.4574 2.0477 0.09
H 7.7529 6.6650 3.5185 0.09
H 6.1349 7.2194 3.3648 0.08
H 5.1785 5.0078 2.9165 0.15
H 8.0374 4.1028 2.7468 0.14
H 6.4768 3.3704 2.1529 0.13
C -0.0770 -10.9588 4.2654 -0.25
S 0.0971 -9.4636 5.3789 0.84
O -0.0002 -8.2377 4.4384 -0.64
C -1.4872 -9.5337 6.3280 -0.25
H -1.0548 -10.9535 3.7838 0.04
H 0.0272 -11.9021 4.8015 0.05
H 0.5823 -10.9224 3.3981 0.05
H -1.5298 -10.5072 6.8165 0.05
H -2.2984 -9.5331 5.6000 0.05
H -1.4897 -8.7097 7.0415 0.05
C 2.8530 4.5967 -6.7594 -0.28
S 3.0738 3.9919 -8.5041 0.84
O 4.0529 2.8214 -8.3553 -0.59
C 1.2692 3.3238 -8.6387 -0.23
H 3.6740 5.2177 -6.4012 0.04
H 2.8811 3.7350 -6.0924 0.05
H 1.9145 5.0971 -6.5209 0.04
H 0.5976 4.1810 -8.5916 0.04
H 1.0757 2.5552 -7.8905 0.05
H 1.2476 2.8901 -9.6385 0.03
C -5.6232 -3.9618 5.8102 -0.25
S -4.3856 -2.8369 4.9603 0.86
O -3.4583 -3.7648 4.1776 -0.63
C -5.5917 -2.1915 3.6593 -0.25
H -5.3919 -4.1080 6.8653 0.04
H -5.8276 -4.8939 5.2835 0.06
H -6.5389 -3.3830 5.9309 0.04
H -6.3304 -1.5388 4.1245 0.04
H -6.1840 -2.9745 3.1858 0.05
H -5.0614 -1.6878 2.8511 0.04
C -5.5518 -10.0293 0.1557 -0.26
S -5.6361 -8.3007 0.8410 0.84
O -4.1792 -7.9579 1.2483 -0.63
C -5.9010 -7.4386 -0.8089 -0.24
H -6.5130 -10.3862 -0.2144 0.05
H -5.3459 -10.7767 0.9219 0.05
H -4.8238 -10.0264 -0.6555 0.05
H -6.6951 -7.8548 -1.4288 0.05
H -4.9638 -7.5817 -1.3467 0.05
H -6.0284 -6.3864 -0.5546 0.04
C -4.3499 1.2834 -7.9769 -0.26
S -3.8500 -0.2683 -8.8929 0.83
O -2.8190 0.1493 -9.9628 -0.58
C -2.9793 -1.1574 -7.5631 -0.28
H -4.9770 1.9970 -8.5114 0.05
H -3.4843 1.8229 -7.5924 0.05
H -4.8328 1.0529 -7.0272 0.04
H -3.5867 -1.6479 -6.8025 0.05
H -2.3063 -0.5089 -7.0022 0.05
H -2.3969 -1.9564 -8.0220 0.05
C 2.9500 -7.8545 -2.7009 -0.27
S 1.2340 -8.5036 -2.4887 0.85
O 0.6602 -7.8278 -1.2169 -0.63
C 0.6032 -7.6323 -3.9865 -0.26
H 3.7055 -8.0525 -1.9407 0.05
H 2.8841 -6.7671 -2.6656 0.05
H 3.3688 -8.0260 -3.6925 0.05
H 0.7814 -6.5616 -3.8872 0.06
H -0.3952 -7.8999 -4.3325 0.05
H 1.2813 -8.0489 -4.7314 0.04


Entry 2:
122
Properties=species:S:1:pos:R:3:lowdin_charge:R:1 method="wB97M-V/def2-TZVPD" total_charge=0 smiles="CCc1c(P(O)O)cc([PH2]=N)c2c1Sc1cc(CCCBr)cc(S)c1N2CCOC=O.CCN(CC)CC.CCN(CC)CC.CCN(CC)CC" largest_force_ev_per_a=1.62 homo_lumo_gap_ev=7.9
C 2.0144 -5.7767 2.4405 -0.11
C 2.3056 -4.3644 2.9963 -0.23
C 2.2583 -3.2496 1.9839 -0.23
C 3.3806 -2.4494 1.7336 -0.29
P 5.0156 -2.7339 2.5747 0.87
O 5.3521 -4.2975 2.1191 -0.29
O 6.0224 -1.9286 1.5705 -0.30
C 3.3023 -1.3917 0.8465 -0.13
C 2.1174 -1.1199 0.1758 -0.28
P 2.1291 0.2824 -0.9723 0.76
N 1.1315 1.4600 -0.6494 -0.28
C 0.9868 -1.9212 0.3689 -0.25
C 1.0808 -2.9653 1.2662 -0.35
S -0.3380 -4.0037 1.5261 1.10
C -1.6365 -2.8679 1.1636 -0.43
C -2.8649 -3.0561 1.7869 -0.05
C -3.9302 -2.2039 1.5273 -0.23
C -5.2767 -2.3787 2.1492 -0.17
C -6.0491 -3.5837 1.6162 -0.28
C -6.2925 -3.5215 0.1100 -0.59
Br -7.8145 -2.3778 -0.2905 0.62
C -3.7101 -1.1451 0.6544 -0.07
C -2.4758 -0.9398 0.0389 -0.46
S -2.3079 0.4722 -1.0237 0.88
C -1.4125 -1.8193 0.2737 -0.25
N -0.1696 -1.6142 -0.4144 -0.05
C -0.1118 -2.4273 -1.6927 -0.09
C -0.5382 -1.6257 -2.9095 -0.17
O -1.9080 -1.8915 -3.2920 -0.05
C -2.0352 -2.8950 -4.1704 -0.36
O -1.6253 -3.9925 -4.0032 0.11
H 1.1721 -6.2027 2.9784 0.06
H 2.8461 -6.4547 2.6006 0.07
H 1.7153 -5.7715 1.3994 0.05
H 1.5912 -4.1120 3.7782 0.12
H 3.2684 -4.4014 3.4865 0.07
H 4.5773 -4.6465 1.6603 0.04
H 6.1019 -2.3930 0.7243 0.04
H 4.1740 -0.7887 0.6484 0.09
H 1.9895 -0.2495 -2.2756 -0.01
H 3.4657 0.7380 -0.9309 0.01
H 0.5974 1.1573 0.1598 -0.04
H -2.9849 -3.8864 2.4689 0.11
H -5.8937 -1.5083 1.9288 0.09
H -5.2204 -2.4237 3.2338 0.12
H -7.0231 -3.6181 2.0924 0.09
H -5.5220 -4.5170 1.8062 0.11
H -6.5452 -4.5127 -0.2406 0.05
H -5.4331 -3.1619 -0.4404 0.05
H -4.5322 -0.4790 0.4459 0.08
H -2.9398 1.3534 -0.2363 -0.15
H 0.9362 -2.6808 -1.8320 0.12
H -0.7010 -3.3298 -1.5748 0.13
H 0.1158 -1.8222 -3.7555 0.12
H -0.4667 -0.5661 -2.6929 0.08
H -2.5605 -2.6297 -5.0927 0.15
C 4.9094 -3.1410 -1.7715 -0.08
C 4.4754 -3.8955 -3.0162 -0.26
N 3.6170 -3.1035 -3.8797 -0.20
C 2.9803 -3.8848 -4.9283 -0.25
C 3.8719 -4.5258 -5.9988 -0.08
C 4.1521 -1.8142 -4.2855 -0.26
C 5.4869 -1.7903 -5.0423 -0.08
H 4.0608 -2.7757 -1.1923 0.06
H 5.4865 -3.8090 -1.1253 0.07
H 5.5553 -2.2962 -2.0202 0.08
H 3.9087 -4.7758 -2.7009 0.12
H 5.3709 -4.2729 -3.5332 0.10
H 2.2327 -3.2562 -5.4202 0.11
H 2.4095 -4.6801 -4.4393 0.11
H 4.2343 -3.7954 -6.7206 0.06
H 3.2959 -5.2666 -6.5563 0.07
H 4.7305 -5.0400 -5.5664 0.07
H 4.2593 -1.1960 -3.3893 0.08
H 3.3919 -1.3041 -4.8829 0.11
H 6.2209 -2.4684 -4.6052 0.07
H 5.9104 -0.7847 -5.0060 0.07
H 5.3664 -2.0472 -6.0931 0.06
C -3.2928 5.0581 0.7285 -0.09
C -4.3709 3.9900 0.6222 -0.27
N -4.1981 2.9028 1.5684 -0.19
C -5.0566 1.7646 1.2975 -0.28
C -6.5778 1.9317 1.4169 -0.06
C -4.0879 3.2933 2.9632 -0.24
C -5.2485 4.0825 3.5854 -0.08
H -2.2991 4.6231 0.6113 0.07
H -3.4345 5.8010 -0.0573 0.08
H -3.3293 5.5859 1.6821 0.07
H -4.3260 3.5636 -0.3840 0.12
H -5.3571 4.4728 0.7105 0.10
H -4.7419 0.9380 1.9428 0.10
H -4.8376 1.4325 0.2760 0.07
H -6.9100 1.9568 2.4540 0.06
H -7.0735 1.0791 0.9463 0.06
H -6.9375 2.8305 0.9157 0.07
H -3.1755 3.8833 3.0761 0.10
H -3.9083 2.3922 3.5551 0.12
H -5.6166 4.8659 2.9217 0.07
H -4.9108 4.5662 4.5041 0.07
H -6.0853 3.4393 3.8532 0.05
C 2.7178 7.8564 3.0659 -0.09
C 2.9268 6.6286 2.1920 -0.28
N 1.8014 5.7149 2.2038 -0.20
C 2.0961 4.4300 1.5880 -0.25
C 2.4130 4.3933 0.0902 -0.10
C 0.5159 6.2958 1.8601 -0.25
C 0.3697 6.9703 0.4884 -0.08
H 2.4883 7.5697 4.0931 0.08
H 3.6269 8.4595 3.0750 0.07
H 1.9126 8.4923 2.6962 0.06
H 3.7965 6.0866 2.5732 0.12
H 3.1899 6.9609 1.1748 0.10
H 1.2598 3.7538 1.7842 0.11
H 2.9466 3.9991 2.1277 0.11
H 1.5186 4.5085 -0.5174 0.05
H 2.8366 3.4237 -0.1641 0.03
H 3.1363 5.1593 -0.1993 0.06
H 0.2609 7.0301 2.6288 0.10
H -0.2449 5.5173 1.9584 0.10
H 1.2296 7.5952 0.2430 0.07
H -0.5122 7.6151 0.4894 0.07
H 0.2342 6.2445 -0.3116 0.05